Molecular formula: C12H33O13P3
Method: DFT, ωB97M-V/def2-TZVPD

Last column: Löwdin charge in e.
Atoms and positions in Å:
C -0.69 -1.31 -1.32  -0.18
O 0.38 -1.93 -1.75  -0.11
P 1.77 -1.39 -1.54  0.37
O 2.15 -0.46 -2.63  -0.26
O 1.88 -0.54 -0.20  -0.23
C 2.60 0.76 0.00  -0.02
O 2.88 -2.55 -1.69  -0.19
C 4.23 -2.28 -1.48  -0.09
H -0.97 -0.97 -0.29  0.11
H -1.53 -1.93 -1.44  0.09
H -1.05 -0.50 -1.79  0.03
H 2.46 1.24 0.78  -0.03
H 2.22 1.49 -0.91  0.13
H 3.69 0.63 -0.19  0.10
H 4.81 -2.95 -1.59  -0.01
H 4.23 -1.98 -0.51  0.06
H 4.63 -1.36 -2.10  0.15
C -0.32 -5.52 -0.52  -0.11
O -0.57 -5.21 0.81  -0.14
P 0.19 -3.92 1.44  0.31
O 1.13 -3.34 0.57  -0.17
O -0.79 -2.90 2.00  -0.19
C -0.36 -1.62 2.33  -0.08
O 0.98 -4.39 2.72  -0.21
C 0.43 -5.23 3.79  -0.05
H -0.55 -6.50 -0.84  0.10
H 0.52 -5.37 -0.91  0.02
H -0.89 -5.10 -1.22  0.06
H -0.31 -1.75 3.52  0.15
H -1.21 -1.06 2.19  0.06
H 0.55 -1.37 1.96  0.04
H 0.08 -6.03 3.18  0.06
H -0.50 -4.86 4.25  0.09
H 1.30 -5.39 4.44  0.10
C -1.18 6.00 -2.30  -0.22
O -2.19 5.30 -1.84  -0.25
P -2.46 3.67 -2.12  0.48
O -2.74 3.29 -3.49  -0.21
O -0.97 3.08 -1.85  -0.25
C -0.30 2.19 -2.86  0.03
O -3.25 2.82 -1.05  -0.24
C -3.67 1.51 -1.13  -0.08
H -0.20 5.84 -1.71  0.13
H -1.49 7.06 -2.46  0.09
H -1.36 5.76 -3.43  0.12
H -0.15 2.70 -3.60  0.00
H -0.87 1.52 -3.10  -0.01
H 0.69 1.87 -2.44  0.11
H -4.15 1.30 -0.10  0.12
H -2.66 0.84 -1.18  0.14
H -4.35 1.56 -1.81  0.03
C 0.30 3.74 3.36  -0.06
C -0.15 2.40 2.99  -0.51
C -0.68 2.32 1.48  -0.02
O -0.44 1.53 3.77  0.05
H 0.75 4.45 2.59  0.10
H 1.10 3.58 4.32  0.16
H -0.55 4.34 3.61  0.07
H 0.15 2.15 0.66  0.10
H -1.09 3.28 1.19  0.05
H -1.46 1.46 1.46  0.09

Values from the calculation:
HOMO energy	-0.3476	hartree
SMILES	COP(=O)(OC)OC.COP(=O)(OC)OC.COP(=O)(OC)OC.CC(C)=O
ΔE to the lowest compared entry with this formula, charge and spin	86.6	kcal/mol
gap between HOMO and LUMO	9.91	eV
DFT total energy	-67457.8663	eV